195
Properties=species:S:1:pos:R:3:forces:R:3:mulliken_charge:R:1 method="wB97M-V/def2-TZVPD" lumo_energy_ev=0.21 e_homo_ev=-9.4 multiplicity=1 energy_ha=-4233.01135 gap_ev=9.58
C 5.839 2.610 1.232 -0.8 0.3 0.4 -0.44
C 4.718 1.895 0.527 -1.8 -0.5 0.1 1.03
C 5.337 1.088 -0.580 1.1 0.6 -0.1 1.13
O 6.769 1.180 -0.324 -0.3 -0.2 -1.0 -0.58
C 6.975 1.690 0.988 0.5 -0.5 -0.4 -0.68
H 5.588 2.693 2.289 0.2 0.4 0.0 0.32
H 6.017 3.578 0.764 0.1 0.1 0.2 0.30
H 3.975 2.548 0.070 -0.1 0.3 0.3 -0.59
H 4.175 1.230 1.199 0.0 0.1 0.3 -0.32
H 5.073 1.613 -1.498 0.6 -0.2 -0.5 -0.85
H 4.997 0.056 -0.677 0.2 -0.1 0.3 0.01
H 7.921 2.230 1.028 0.2 -0.4 -0.1 0.39
H 6.962 0.831 1.659 0.2 0.1 0.4 0.28
C 4.421 4.039 -2.867 -0.2 -0.6 0.9 -0.34
C 4.308 5.335 -3.632 0.6 0.6 1.2 -0.97
C 2.825 5.677 -3.559 0.4 -1.4 -1.1 -0.51
O 2.132 4.417 -3.522 0.8 -0.8 0.6 -0.33
C 3.077 3.374 -3.113 -0.2 0.2 -0.9 0.67
H 4.509 4.139 -1.785 0.1 0.7 0.1 0.00
H 5.296 3.439 -3.120 -0.2 -0.1 -0.4 0.55
H 4.720 5.226 -4.635 -0.3 0.1 -0.1 0.34
H 4.876 6.095 -3.095 0.2 0.2 -0.3 0.43
H 2.587 6.071 -4.547 -0.6 1.0 0.6 0.32
H 2.562 6.211 -2.645 0.0 0.6 -0.4 0.28
H 3.195 2.685 -3.949 -0.4 -0.3 0.1 -0.09
H 2.697 2.871 -2.224 -0.1 -0.2 -0.1 -0.34
C -4.920 -0.635 -2.820 1.1 -0.2 -0.8 -0.93
C -4.197 -1.454 -1.761 0.1 -0.7 0.7 -0.14
C -3.191 -0.464 -1.116 -1.2 -0.5 -1.5 0.38
O -3.047 0.539 -2.141 0.7 0.5 -0.3 0.03
C -3.709 0.168 -3.364 -1.4 -0.1 1.3 -0.03
H -5.689 -0.012 -2.363 0.1 0.2 -0.1 0.32
H -5.344 -1.237 -3.623 -0.2 -0.1 0.2 0.44
H -3.597 -2.275 -2.151 -0.1 0.1 -0.6 -0.37
H -4.879 -1.965 -1.081 -0.1 0.4 0.4 0.53
H -2.233 -0.965 -0.973 0.1 0.2 0.4 -0.42
H -3.628 -0.034 -0.214 0.4 0.3 0.1 0.13
H -3.136 -0.466 -4.040 0.5 -0.2 0.2 -0.38
H -3.986 1.056 -3.932 0.1 0.2 0.3 0.48
C 4.787 0.222 -5.438 1.0 -0.8 -0.3 -1.11
C 4.916 -0.494 -4.072 -0.4 -0.3 0.1 -0.20
C 3.462 -0.698 -3.658 0.1 0.4 0.8 0.36
O 2.732 0.249 -4.404 -1.2 0.0 -0.8 0.59
C 3.286 0.318 -5.721 0.9 1.1 0.6 -0.70
H 5.332 -0.337 -6.199 -0.1 0.0 -0.2 0.33
H 5.293 1.186 -5.379 -0.4 0.2 -0.1 0.32
H 5.444 0.146 -3.365 -0.1 -0.1 0.1 0.01
H 5.398 -1.472 -4.085 0.3 0.2 -0.3 0.43
H 3.289 -0.499 -2.600 0.0 0.2 0.0 -0.62
H 3.079 -1.710 -3.789 0.1 -0.3 -0.6 -0.08
H 3.055 1.296 -6.141 -0.2 0.1 0.2 0.30
H 2.909 -0.388 -6.461 -0.1 -0.6 0.4 0.58
C 0.160 -2.711 -5.047 0.1 1.1 -1.3 -0.38
C -1.271 -2.714 -5.551 -0.9 -0.9 0.5 -0.61
C -1.968 -3.211 -4.276 0.6 0.6 -0.3 -0.70
O -1.121 -2.706 -3.228 -0.5 0.3 1.7 0.15
C 0.013 -1.991 -3.701 0.1 -1.0 -1.8 1.49
H 0.716 -2.262 -5.870 0.8 0.2 0.5 0.25
H 0.483 -3.739 -4.881 0.2 0.0 0.0 0.29
H -1.442 -3.339 -6.427 0.1 -0.2 0.1 0.49
H -1.650 -1.728 -5.817 0.3 0.2 0.1 0.10
H -1.972 -4.297 -4.183 -0.1 -0.1 -0.2 0.30
H -2.983 -2.834 -4.148 0.0 0.0 0.0 0.26
H 0.912 -2.126 -3.100 -0.4 -0.2 0.5 -0.85
H -0.169 -0.923 -3.823 -0.1 0.1 0.1 -0.80
C -2.208 -5.285 1.069 -0.2 -0.1 -0.1 -0.59
C -2.156 -3.779 0.705 1.1 -0.9 -0.5 1.52
C -3.150 -3.172 1.616 0.1 1.1 1.0 1.12
O -4.149 -4.125 1.843 -0.9 -1.2 -0.7 -0.61
C -3.440 -5.364 2.014 0.4 0.2 -0.1 -0.50
H -1.333 -5.717 1.553 0.2 0.5 0.2 0.07
H -2.305 -5.870 0.154 -0.4 -0.1 0.0 0.56
H -2.477 -3.610 -0.323 0.0 -0.2 -0.1 0.20
H -1.160 -3.342 0.772 0.0 0.0 0.2 -1.11
H -3.504 -2.248 1.159 -0.7 0.0 0.2 -0.19
H -2.762 -2.931 2.606 0.6 0.3 0.0 -0.94
H -4.039 -6.261 1.856 -0.5 0.4 -0.4 0.40
H -3.149 -5.431 3.063 0.4 0.1 0.2 0.03
C 0.820 -0.720 0.793 -0.2 -0.1 -0.4 1.33
C -0.303 -0.149 1.672 0.3 0.2 0.1 3.16
C -0.451 1.326 1.200 0.2 -1.3 0.0 -0.17
O 0.676 1.582 0.355 0.0 0.6 1.0 0.26
C 0.993 0.363 -0.290 0.3 -0.2 0.9 0.99
H 0.602 -1.712 0.397 -0.2 0.1 -0.3 -0.77
H 1.734 -0.882 1.365 0.1 0.4 0.0 -0.24
H 0.035 -0.177 2.708 -0.3 0.1 0.1 -2.20
H -1.237 -0.708 1.621 0.0 0.0 -0.1 -0.50
H -0.475 1.935 2.103 0.1 0.6 -0.5 0.36
H -1.334 1.451 0.574 -0.4 0.1 0.2 -0.72
H 2.041 0.454 -0.574 -0.2 -0.1 -0.6 -0.86
H 0.280 0.253 -1.107 0.2 -0.4 -0.4 -0.77
C -3.921 4.763 -1.898 0.0 -0.6 -1.0 -0.26
C -5.330 5.355 -1.881 0.6 0.4 -0.8 -0.80
C -5.914 4.836 -0.602 -0.9 1.0 0.3 -0.56
O -5.117 3.790 -0.211 1.3 -2.2 0.9 -0.44
C -4.189 3.406 -1.270 -1.1 1.3 1.2 0.72
H -3.233 5.431 -1.380 0.0 -0.4 0.2 0.26
H -3.546 4.571 -2.903 0.1 0.5 -0.2 0.18
H -5.930 4.898 -2.668 0.2 0.4 -0.4 0.26
H -5.282 6.441 -1.961 -0.4 -0.1 -0.2 0.43
H -6.943 4.543 -0.808 -0.3 -0.4 0.2 0.26
H -5.961 5.553 0.217 0.1 0.2 0.0 0.34
H -4.769 2.791 -1.958 0.4 -0.3 -0.3 -0.01
H -3.354 2.856 -0.836 -0.1 0.1 0.0 -0.33
C 2.276 1.862 4.039 -1.4 0.2 -0.3 0.15
C 1.122 1.571 5.028 -1.3 1.7 -2.3 0.22
C 1.612 0.543 5.942 0.6 0.7 1.7 -0.23
O 2.867 0.120 5.450 0.7 -1.0 -0.8 -0.54
C 2.990 0.542 4.083 0.8 0.9 0.2 0.10
H 2.823 2.771 4.291 0.5 -0.4 0.5 0.47
H 1.960 2.066 3.017 -0.5 -0.1 -0.1 -0.45
H 0.281 1.161 4.470 -0.2 0.2 -0.2 -0.76
H 0.773 2.479 5.519 -0.1 -0.1 0.0 0.61
H 0.842 -0.204 6.133 0.4 -0.6 -0.2 -0.18
H 1.781 1.073 6.879 0.3 -0.5 0.5 0.49
H 2.630 -0.176 3.346 -0.6 -0.3 0.2 -0.28
H 4.002 0.763 3.743 0.6 -0.6 0.8 0.40
C 1.238 -4.544 2.591 0.7 -0.1 -0.6 0.40
C 0.561 -4.171 3.858 -2.7 -0.3 0.1 0.47
C 1.168 -2.877 4.322 1.3 -1.4 -0.3 1.23
O 2.557 -3.268 4.068 -0.2 1.9 0.9 -0.56
C 2.618 -3.944 2.849 0.1 -0.7 -0.6 -0.84
H 0.769 -4.066 1.732 -0.1 0.1 0.0 -0.73
H 1.285 -5.612 2.376 -0.1 -0.1 0.2 0.53
H 0.726 -4.926 4.627 -0.1 0.0 0.1 0.15
H -0.499 -4.082 3.619 -0.4 -0.1 0.6 -0.38
H 1.007 -2.750 5.393 0.4 0.3 0.0 0.37
H 0.847 -1.980 3.792 0.1 0.0 -0.2 -1.24
H 3.361 -4.726 3.003 0.3 0.1 -0.4 0.38
H 2.821 -3.307 1.989 0.7 0.3 0.1 0.26
C -3.180 1.321 3.703 -0.4 0.3 -0.1 -0.79
C -4.521 0.951 4.449 1.3 1.0 -1.7 0.27
C -4.978 -0.471 4.207 1.5 0.1 -0.2 0.30
O -5.126 -0.968 5.538 -1.7 -2.1 -1.5 -0.37
C -4.808 -0.083 6.430 0.9 0.4 2.4 0.70
O -4.795 -0.314 7.619 -0.1 0.5 -1.1 -0.62
O -4.403 1.043 5.847 0.3 0.8 0.9 -0.42
H -3.107 2.362 3.388 -0.4 0.2 0.4 0.64
H -3.072 0.795 2.754 -0.4 -0.4 0.0 -0.19
H -2.247 1.120 4.230 -0.4 -0.3 0.5 0.00
H -5.315 1.628 4.136 0.2 0.3 0.0 0.49
H -4.153 -1.042 3.783 -0.3 -0.2 -0.3 -0.29
H -5.844 -0.448 3.545 -0.3 -0.7 0.6 0.35
C -1.848 -5.016 7.173 -1.1 0.8 -0.2 -1.44
C -2.583 -3.649 6.934 1.1 -2.3 0.7 0.39
C -1.929 -2.474 7.610 -0.5 -1.4 2.1 -0.64
O -1.652 -1.620 6.572 1.2 3.6 2.4 -0.33
C -1.933 -2.089 5.434 0.0 -0.5 -3.4 -0.04
O -1.715 -1.496 4.390 -0.6 -1.2 1.0 0.37
O -2.428 -3.326 5.587 -0.5 -0.1 -2.6 -0.41
H -1.949 -5.339 8.209 -0.1 0.0 0.0 0.41
H -0.787 -5.015 6.924 -0.1 0.3 -0.2 0.26
H -2.380 -5.708 6.519 0.2 -0.3 0.1 0.36
H -3.645 -3.791 7.136 0.0 0.3 0.1 0.31
H -0.997 -2.777 8.087 0.1 0.2 0.1 0.43
H -2.619 -2.093 8.363 0.3 0.7 -0.2 0.29
C 1.549 4.916 0.111 0.2 -0.1 0.7 -0.58
C 0.234 5.531 0.645 1.0 0.1 -1.2 0.23
C -0.942 4.623 0.426 0.9 -0.7 -2.3 2.10
O -1.453 4.405 1.664 -2.1 -0.9 2.0 -0.15
C -0.748 4.990 2.626 -0.4 1.0 2.0 0.49
O -1.032 5.002 3.810 0.7 -0.3 -2.3 -0.62
O 0.276 5.656 2.057 0.5 0.3 0.8 -0.40
H 1.766 4.058 0.747 0.0 -0.1 0.2 -0.12
H 2.421 5.569 0.155 -0.2 0.3 0.2 0.61
H 1.555 4.471 -0.883 -0.7 0.4 -0.3 -0.17
H -0.025 6.496 0.211 0.5 0.3 0.2 0.40
H -0.594 3.670 0.026 -0.1 -0.1 -0.2 -0.96
H -1.656 5.065 -0.268 -0.2 -0.1 0.3 -0.71
C -0.941 2.481 -3.565 0.1 0.2 -0.1 -0.98
C -0.142 2.572 -4.866 -0.3 -1.2 1.1 1.81
C -0.337 1.355 -5.756 0.8 -1.2 2.5 0.77
O -0.354 1.834 -7.036 -0.1 0.7 -1.7 -0.43
C -0.665 3.146 -6.987 -1.0 1.8 -1.9 0.44
O -0.936 3.824 -7.970 0.8 -1.5 2.5 -0.61
O -0.689 3.563 -5.690 -0.1 1.3 -1.5 -0.46
H -0.614 3.227 -2.841 0.0 0.0 0.0 0.34
H -0.911 1.498 -3.094 0.4 -0.1 -0.1 0.06
H -2.001 2.639 -3.766 0.0 0.1 -0.2 0.04
H 0.914 2.745 -4.658 0.0 0.3 -0.2 -0.79
H -1.272 0.876 -5.462 -0.3 -0.2 -0.4 -0.20
H 0.499 0.673 -5.603 -0.1 -0.2 -0.2 -0.22
C 0.482 -5.412 -1.974 0.8 -0.5 1.1 -0.41
C 1.869 -5.216 -1.300 -1.1 -1.5 -1.2 0.22
C 3.034 -5.391 -2.275 -1.7 -0.2 -0.3 -0.62
O 3.857 -4.331 -1.899 1.9 0.0 -0.3 -0.36
C 3.238 -3.451 -1.118 2.3 3.6 0.5 0.06
O 3.807 -2.377 -0.790 -2.9 -3.8 -0.8 -0.49
O 2.000 -3.893 -0.857 0.2 1.5 1.0 0.54
H -0.356 -5.234 -1.300 0.2 0.6 0.1 -0.27
H 0.357 -6.475 -2.176 0.3 -0.1 -0.6 0.55
H 0.412 -4.790 -2.866 -0.1 -0.1 0.1 -0.29
H 2.103 -5.930 -0.510 -0.7 0.3 0.6 0.37
H 2.679 -5.246 -3.296 0.2 0.0 -0.2 0.25
H 3.461 -6.389 -2.182 0.5 0.4 0.1 0.35